This record from the OMol25 dataset describes one molecule with the formula C2H8N2. The level of theory is ωB97M-V/def2-TZVPD.

```
12
Properties=species:S:1:pos:R:3
C -0.223 -0.207 1.448
N 0.644 -0.545 0.268
C -0.014 -0.412 -1.022
N -0.350 0.983 -1.331
H 0.271 -0.675 2.307
H -1.116 -0.807 1.271
H -0.099 0.858 1.636
H 1.586 -0.243 0.455
H 0.602 -0.954 -1.728
H -0.998 -0.936 -0.956
H 0.444 1.425 -1.770
H -0.746 1.513 -0.578
```

HOMO: -0.301 Ha
net charge: 0
F_max: 3.2 eV/A
energy: -190.4675 hartree
SMILES: CNCN
gap between HOMO and LUMO: 9.398 eV
energy relative to the best compared isomer or geometry (same formula, charge and spin): 82.3 kJ/mol

This record from the OMol25 dataset describes a 13-piece molecular cluster, C23H76N4O13 overall. The level of theory is ωB97M-V/def2-TZVPD.

```
116
Properties=species:S:1:pos:R:3
C 2.236 -6.946 18.527
C 2.491 -5.510 18.111
C 3.911 -5.302 17.519
O 4.892 -5.613 18.497
C 6.217 -5.605 18.076
N 1.494 -5.004 17.165
H 1.241 -7.026 18.924
H 3.011 -7.308 19.306
H 2.204 -7.712 17.662
H 2.438 -4.955 19.084
H 4.107 -4.239 17.094
H 4.014 -5.905 16.584
H 6.826 -5.853 18.894
H 6.588 -4.622 17.808
H 6.431 -6.347 17.337
H 0.553 -5.172 17.536
H 1.476 -3.992 17.158
C 3.372 -3.076 22.012
C 4.059 -4.444 22.548
C 3.895 -4.652 24.055
O 2.573 -4.612 24.466
C 2.473 -5.051 25.804
N 3.567 -5.584 21.681
H 3.473 -3.126 20.909
H 3.785 -2.174 22.426
H 2.253 -3.237 22.139
H 5.110 -4.327 22.340
H 4.489 -3.898 24.639
H 4.402 -5.552 24.472
H 2.906 -6.086 25.895
H 1.438 -5.019 26.166
H 3.056 -4.336 26.452
H 2.518 -5.593 21.719
H 3.680 -5.240 20.723
C 1.503 -4.687 31.100
C 1.398 -5.912 30.126
C 0.187 -5.965 29.193
O 0.394 -4.972 28.198
C -0.785 -4.839 27.401
N 2.677 -6.071 29.393
H 1.458 -3.698 30.572
H 2.495 -4.689 31.548
H 0.743 -4.672 31.829
H 1.343 -6.804 30.759
H -0.739 -5.816 29.790
H 0.143 -6.910 28.571
H -0.947 -5.712 26.747
H -0.659 -3.939 26.754
H -1.676 -4.656 28.074
H 2.649 -6.912 28.807
H 2.794 -5.303 28.752
C 0.715 -1.568 18.853
C -0.316 -1.572 20.054
C -0.781 -2.997 20.362
O -1.224 -3.620 19.154
C -1.737 -4.921 19.388
N 0.221 -0.981 21.260
H 0.251 -1.998 18.031
H 1.680 -2.076 19.081
H 0.903 -0.523 18.559
H -1.232 -1.021 19.687
H -1.600 -3.109 21.108
H 0.039 -3.559 20.866
H -2.297 -5.208 18.479
H -2.419 -4.983 20.257
H -0.938 -5.633 19.530
H 1.044 -1.480 21.561
H 0.488 -0.003 21.223
O 4.947 -7.720 21.782
H 5.344 -8.036 20.965
H 4.363 -6.915 21.621
O 6.559 -7.141 24.112
H 7.048 -7.755 24.682
H 6.208 -7.494 23.331
C -0.786 -0.100 24.801
O -0.171 -1.376 25.082
H -1.818 -0.087 25.305
H -0.165 0.604 25.287
H -0.926 0.136 23.733
H -0.452 -2.071 24.467
C 5.659 -0.132 24.370
O 4.407 -0.340 23.732
H 6.203 0.618 23.750
H 5.572 0.127 25.404
H 6.248 -1.036 24.400
H 3.751 -0.739 24.340
C -0.455 -5.065 23.785
O 0.118 -3.780 23.829
H -0.711 -5.379 22.756
H 0.074 -5.852 24.327
H -1.442 -5.002 24.253
H 1.046 -3.864 23.641
C 5.488 -6.784 27.441
O 4.617 -7.692 26.716
H 4.910 -6.425 28.270
H 6.364 -7.280 27.797
H 5.830 -5.966 26.850
H 4.878 -7.565 25.815
C 8.468 -4.020 24.929
O 7.105 -4.348 24.988
H 8.954 -4.994 25.154
H 8.842 -3.601 23.978
H 8.634 -3.270 25.683
H 6.900 -5.101 24.441
C 2.679 -0.008 26.399
O 2.816 -1.222 25.605
H 2.697 -0.213 27.457
H 3.551 0.683 26.064
H 1.780 0.568 26.156
H 1.912 -1.622 25.485
C 3.307 1.232 20.587
O 2.767 0.572 21.691
H 2.880 0.859 19.644
H 3.155 2.291 20.593
H 4.400 1.036 20.543
H 3.435 0.503 22.416
```

HOMO: -0.324 Ha
net charge: 0
F_max: 3.5 eV/A
energy: -2118.8308 hartree
gap between HOMO and LUMO: 9.340 eV
energy relative to the best compared isomer or geometry (same formula, charge and spin): 0.0 kJ/mol

This record from the OMol25 dataset describes C32H54IrN2O3P2 as an isolated structure. The level of theory is ωB97M-V/def2-TZVPD.

```
94
Properties=species:S:1:pos:R:3
Ir -1.758 -0.080 -1.617
C -1.722 0.806 1.275
C -2.326 -0.197 0.363
C -0.072 -0.739 0.835
C -0.400 0.426 1.540
C -1.249 -1.209 0.089
C -2.473 1.822 2.043
H -3.519 1.894 1.736
H -2.027 2.826 1.970
H -2.461 1.558 3.110
C 0.463 0.999 2.608
H 1.208 1.708 2.209
H 1.023 0.190 3.105
H -0.140 1.511 3.370
C 1.142 -1.531 1.122
H 1.267 -1.612 2.209
H 2.054 -1.053 0.735
H 1.071 -2.547 0.737
C -1.575 -2.676 -0.005
H -2.025 -3.028 0.934
H -0.679 -3.278 -0.177
H -2.279 -2.845 -0.826
C -3.730 -0.665 0.548
H -3.752 -1.474 1.292
H -4.096 -1.043 -0.410
H -4.350 0.164 0.898
C -2.061 3.614 -4.651
C -3.197 3.801 -3.955
C -4.532 3.247 -4.328
C -4.505 1.777 -4.822
C -3.441 0.898 -4.231
C -2.266 0.721 -4.847
C -1.816 1.484 -6.064
C -2.016 3.022 -6.022
H -5.002 3.860 -5.120
H -4.378 1.798 -5.914
H -5.195 3.320 -3.450
H -2.953 3.268 -6.551
H -1.127 4.070 -4.297
H -3.201 4.536 -3.143
H -1.188 3.495 -6.586
H -0.749 1.275 -6.239
H -1.630 -0.133 -4.619
H -2.350 1.108 -6.955
H -5.493 1.333 -4.617
H -3.728 0.310 -3.352
P -0.859 1.943 -1.741
P -0.137 -1.030 -2.861
C 0.164 1.827 -3.287
C 0.698 0.432 -3.668
H 1.006 2.519 -3.133
H -0.441 2.209 -4.117
H 0.607 0.271 -4.752
H 1.774 0.376 -3.413
C 1.207 -2.013 -2.146
H 0.943 -2.288 -1.128
H 2.139 -1.426 -2.144
H 1.332 -2.921 -2.752
C -1.092 -2.244 -3.863
H -0.852 -2.197 -4.929
H -2.157 -2.024 -3.720
H -0.894 -3.255 -3.490
C 0.179 2.822 -0.553
H -0.265 2.824 0.450
H 0.305 3.860 -0.898
H 1.163 2.328 -0.502
C -2.512 2.680 -1.420
H -3.072 2.034 -0.737
H -3.078 2.718 -2.350
H -2.387 3.679 -0.996
C 4.902 0.768 2.938
C 5.323 2.122 2.389
C 5.049 2.308 0.876
C 5.548 3.692 0.392
C 4.995 4.866 1.190
C 5.799 1.231 0.084
O 6.928 0.836 0.348
N 5.126 0.705 -1.001
C 3.764 0.841 -1.303
O 3.353 0.228 -2.295
N 3.012 1.591 -0.470
C 3.525 2.206 0.601
O 2.771 2.761 1.430
H 3.834 0.582 2.755
H 5.066 0.747 4.023
H 5.504 -0.029 2.483
H 4.801 2.920 2.928
H 6.403 2.262 2.550
H 6.647 3.696 0.441
H 5.273 3.798 -0.672
H 5.615 5.059 2.078
H 4.995 5.765 0.568
H 3.967 4.653 1.509
H 5.611 0.041 -1.590
```

HOMO (alpha / beta): -0.435 / -0.505 Ha
net charge: +2
F_max: 2.6 eV/A
energy: -2373.2163 hartree
gap between HOMO and LUMO (alpha / beta): 6.173 / 4.361 eV
spin multiplicity: 6

This record from the OMol25 dataset describes one molecule with the formula C4H9NO. The level of theory is ωB97M-V/def2-TZVPD.

```
15
Properties=species:S:1:pos:R:3
C 1.475 -0.926 1.138
C 0.312 -1.019 0.088
N -0.903 -0.285 0.347
C -1.326 0.612 -0.773
C -0.373 1.810 -0.873
O 0.146 2.243 0.126
H 1.604 -1.644 1.927
H 1.212 0.006 1.657
H 2.432 -0.767 0.610
H 0.030 -2.086 0.013
H 0.802 -0.616 -0.796
H -1.731 -0.744 0.679
H -1.314 0.155 -1.770
H -2.303 1.033 -0.524
H -0.064 2.228 -1.849
```

HOMO: -0.324 Ha
net charge: 0
F_max: 2.6 eV/A
energy: -287.7504 hartree
SMILES: CCNCC=O
gap between HOMO and LUMO: 9.800 eV
energy relative to the best compared isomer or geometry (same formula, charge and spin): 215.4 kJ/mol

This record from the OMol25 dataset describes a 2-piece molecular cluster, H5N3 overall. The level of theory is ωB97M-V/def2-TZVPD.

```
8
Properties=species:S:1:pos:R:3
H -0.821 -0.371 -0.212
H -1.465 -0.577 -2.098
H 0.612 -0.326 3.190
H 1.419 0.703 2.313
H 0.425 -0.590 1.612
N -0.247 0.195 -0.899
N -0.682 0.082 -2.028
N 0.904 -0.111 2.241
```

HOMO: -0.349 Ha
net charge: 0
F_max: 6.0 eV/A
energy: -167.1676 hartree
SMILES: [H]/N=N\[H].N
gap between HOMO and LUMO: 10.398 eV
energy relative to the best compared isomer or geometry (same formula, charge and spin): 62.6 kJ/mol

This record from the OMol25 dataset describes C46H39CaFN8O4SSe as an isolated structure. The level of theory is ωB97M-V/def2-TZVPD.

```
101
Properties=species:S:1:pos:R:3
Ca -0.025 0.484 -0.134
N 1.350 3.953 2.950
C 0.778 3.010 2.083
S 1.915 1.992 1.258
N -0.516 3.071 2.037
N -1.154 2.137 1.223
C -2.374 2.454 0.993
C -3.400 1.722 0.261
C -4.653 2.349 0.215
C -5.754 1.797 -0.407
C -5.602 0.547 -1.020
C -4.393 -0.103 -0.996
C -3.236 0.441 -0.362
O -2.151 -0.234 -0.353
H 2.238 3.635 3.303
H 0.701 4.227 3.675
H -2.716 3.398 1.426
H -4.747 3.319 0.696
H -6.704 2.318 -0.422
H -6.448 0.081 -1.517
H -4.270 -1.078 -1.453
C 2.603 -3.328 0.500
C 2.972 -3.551 1.845
C 2.288 -2.929 2.840
C 1.169 -2.061 2.545
N 0.884 -1.775 1.223
C 1.581 -2.417 0.287
C 0.348 -1.588 3.561
C 0.577 -1.809 4.957
C 0.088 -0.948 5.885
C -0.553 0.259 5.405
C -0.944 0.347 4.126
N -0.804 -0.774 3.273
H 3.168 -3.740 -0.328
H 3.814 -4.191 2.090
H 2.590 -3.076 3.866
H 1.317 -2.162 -0.732
H 1.179 -2.652 5.281
H 0.261 -1.104 6.943
H -0.650 1.127 6.049
H -1.351 1.253 3.698
C 4.872 3.982 -4.588
C 4.805 2.559 -5.133
C 6.194 1.937 -5.130
C 6.146 0.492 -5.596
C 5.213 -0.287 -4.713
C 5.402 -1.628 -4.466
C 4.509 -2.320 -3.656
F 4.733 -3.639 -3.446
C 3.436 -1.707 -3.079
C 3.227 -0.343 -3.316
C 2.049 0.301 -2.693
O 1.369 -0.365 -1.906
C 1.786 1.643 -3.128
C 2.708 2.258 -3.907
N 3.879 1.723 -4.348
C 4.116 0.373 -4.125
C 0.526 2.468 -2.799
O 0.360 3.463 -3.520
O -0.185 2.062 -1.851
H 5.691 4.510 -5.079
H 5.061 3.965 -3.514
H 3.960 4.548 -4.763
H 4.443 2.588 -6.169
H 6.601 1.987 -4.116
H 6.838 2.538 -5.775
H 7.139 0.039 -5.581
H 5.795 0.459 -6.634
H 6.242 -2.155 -4.902
H 2.747 -2.236 -2.432
H 2.474 3.267 -4.213
C -0.822 -4.258 -5.153
N -0.019 -4.585 -4.002
C -0.170 -4.014 -2.761
Se -1.320 -2.737 -2.208
N 0.808 -4.569 -1.982
C 1.583 -5.449 -2.705
C 2.686 -6.213 -2.376
C 3.240 -7.002 -3.381
C 2.706 -7.022 -4.665
C 1.596 -6.248 -4.998
C 1.049 -5.464 -4.000
H -1.563 -3.527 -4.834
H -1.323 -5.150 -5.535
H -0.200 -3.826 -5.939
H 0.961 -4.256 -1.029
H 3.106 -6.186 -1.379
H 4.109 -7.607 -3.157
H 3.164 -7.644 -5.424
H 1.184 -6.252 -5.999
C -4.214 -2.359 1.374
C -4.257 -1.116 1.991
C -3.149 -0.605 2.645
C -1.940 -1.318 2.679
C -1.908 -2.577 2.064
C -3.029 -3.079 1.427
H -5.074 -2.739 0.837
H -5.158 -0.515 1.941
H -3.214 0.370 3.106
H -0.991 -3.145 2.065
H -2.960 -4.044 0.936
```

HOMO: -0.020 Ha
net charge: -2
F_max: 0.5 eV/A
energy: -6092.6868 hartree
gap between HOMO and LUMO: 4.003 eV
energy relative to the best compared isomer or geometry (same formula, charge and spin): 0.0 kJ/mol